{
  "formula": "C5H4N",
  "method": "ωB97M-V with the def2-TZVPD basis set",
  "energy_ev": -6725.116,
  "charge": 1,
  "e_above_lowest_ev": 3.2238,
  "orbital_gap_ha": [0.286, 0.287],
  "elements": ["C", "C", "H", "C", "C", "H", "C", "H", "H", "N"],
  "positions_angstrom": [[2.044760, -0.322923, 0.083073], [-0.471591, 0.017493, 0.764699], [3.506394, 0.900414, -1.385351], [3.192842, 0.185674, -0.604238], [0.824789, 0.244698, 0.808431], [-0.310665, -0.768804, -1.058647], [-1.100085, -0.482001, -0.383163], [-1.018449, 0.563094, 1.545901], [-2.112287, -0.407951, -0.760220], [3.417610, -0.519134, 0.420745]],
  "forces_ev_per_a": [[-2.3, 3.4, 2.3], [-4.6, 0.0, -0.1], [0.4, -0.8, 0.6], [-1.8, 0.7, -0.5], [7.0, -2.3, -2.9], [-0.4, -0.7, -0.7], [2.3, 0.8, 0.9], [-0.2, -0.4, -0.3], [-0.2, 0.1, 0.6], [-0.1, -0.8, 0.2]]
}